(1)
Density functional theory data (the ωB97M-V functional and the def2-TZVPD basis) for C46H36BrN8OOs as an isolated structure in a non-equilibrium geometry.

XYZ file:
```
93
Properties=species:S:1:pos:R:3:forces:R:3
Os 10.2963 -1.1075 24.3873 1.715 0.554 1.042
C 4.3133 -1.4293 21.9630 -1.346 -0.087 -0.775
C 4.5700 -2.8067 21.8102 0.240 -0.032 0.768
C 5.7293 -3.3568 22.3779 0.227 -0.354 -0.660
C 6.6354 -2.4946 23.0003 -2.117 -0.143 -0.401
C 7.9126 -2.7334 23.5217 2.304 -0.162 1.653
N 8.4112 -1.5454 24.0774 -1.090 0.726 -0.952
C 7.4572 -0.5323 23.8776 0.328 -0.279 0.146
N 7.4959 0.7819 24.1454 0.801 -1.275 0.073
C 8.5975 1.3539 24.5946 0.836 0.316 0.874
C 8.6991 2.7283 25.0494 -0.070 2.342 0.130
C 7.7668 3.7914 25.1441 -0.903 -1.953 -1.274
C 8.1585 5.0221 25.6153 0.255 0.676 -0.060
C 9.4770 5.2164 26.0548 -0.238 -0.554 0.227
C 10.4186 4.1984 26.0183 -0.771 -0.932 -1.483
C 10.0433 2.9779 25.3902 -1.257 2.578 1.567
C 10.7710 1.8023 25.1952 1.581 -3.034 -0.812
N 12.1185 1.6633 25.3341 -1.066 -0.517 0.426
C 12.7965 0.5195 25.1993 -2.183 -0.418 -0.762
N 12.2666 -0.6978 24.7590 -0.291 -0.414 -0.147
C 13.3062 -1.6279 24.5342 -2.202 1.001 -0.021
N 13.1869 -2.8653 24.0908 -0.552 -0.385 1.110
C 12.0254 -3.5551 24.0643 0.584 3.137 -0.217
N 10.7529 -3.0187 24.1399 -0.366 -0.466 -0.563
C 9.8225 -4.0228 23.8585 0.547 0.233 -0.991
N 8.5472 -3.9159 23.5191 0.181 1.113 0.290
C 10.5776 -5.2606 23.6970 -0.496 -1.474 1.448
C 10.0925 -6.5897 23.8000 -0.025 0.861 -0.319
C 11.0405 -7.6173 23.9718 -1.792 -0.379 -0.182
C 12.3689 -7.3053 24.0468 2.434 0.152 -0.397
C 12.8570 -5.9915 23.9856 -1.011 0.661 -0.051
C 11.9387 -4.9320 23.8596 -0.301 -3.681 -0.301
C 14.5144 -0.9217 24.8528 2.246 -1.170 0.189
C 15.8500 -1.3576 24.6918 -0.786 0.418 -0.333
C 16.8685 -0.4474 24.8631 0.811 0.351 -0.091
C 16.5994 0.8238 25.4086 -0.513 -0.786 -0.295
C 15.2922 1.2214 25.6173 -1.187 -0.333 0.378
C 14.2090 0.3299 25.3432 2.576 1.456 -0.441
N 9.8580 0.8135 24.7854 0.406 -0.443 -0.701
C 6.3321 -1.1563 23.2306 -1.627 0.480 -1.268
C 5.1516 -0.6049 22.6853 0.970 0.601 0.476
H 3.3852 -1.0026 21.4777 1.230 -0.520 0.705
H 3.8206 -3.4390 21.3251 0.459 0.224 0.050
H 6.0198 -4.4195 22.2744 -0.448 0.725 0.011
H 6.7549 3.5718 24.7206 0.835 0.503 0.698
H 7.4837 5.8950 25.6096 0.265 -0.743 0.079
H 9.7233 6.1698 26.4684 0.281 0.429 0.169
H 11.4288 4.3126 26.3398 0.477 0.225 0.246
H 8.9915 -6.7631 23.7661 1.120 0.037 0.026
H 10.7024 -8.6724 24.0520 0.302 0.917 -0.072
H 13.1626 -8.0809 24.0870 -0.916 0.362 0.203
H 13.9002 -5.7719 24.0813 0.428 -0.061 0.047
H 16.0817 -2.3519 24.3595 -0.174 -0.259 -0.262
H 17.8945 -0.6819 24.4974 -0.854 0.025 0.765
H 17.4164 1.4602 25.6844 0.187 0.387 -0.152
H 15.0812 2.2047 26.0133 -0.035 0.054 -0.008
H 4.9580 0.4737 22.7841 0.023 -0.645 0.021
C 13.6184 -0.3576 15.0909 -1.034 -0.797 0.054
C 12.3045 0.4698 15.1549 0.534 0.155 -0.274
C 12.5108 1.8381 14.4229 -0.214 0.008 0.439
C 11.2110 -0.3602 14.4425 0.422 1.001 -0.392
C 11.9645 0.6799 16.5906 -0.638 1.182 1.158
C 11.9698 -0.3844 17.4892 0.350 -0.329 -0.342
C 11.6963 -0.2226 18.8084 0.151 -0.789 -0.300
Br 11.5357 -1.7847 19.8003 0.103 -0.324 0.802
C 11.5791 1.0557 19.4123 0.755 1.737 1.943
O 11.8773 1.2822 20.6294 -0.810 -0.692 -1.667
C 11.2502 2.1383 18.4783 -0.791 0.075 -0.846
C 11.5132 1.9206 17.1400 -0.519 0.280 -0.230
C 10.5354 3.4607 18.9376 1.058 -1.092 -1.215
C 9.5897 3.1255 20.1131 0.738 0.775 -0.285
C 9.8021 4.1332 17.7229 -0.241 -0.095 1.153
C 11.6972 4.3634 19.3933 -0.291 0.484 -0.180
H 13.9863 -0.2720 14.0936 0.239 -0.354 -0.925
H 13.4434 -1.4408 15.3512 0.250 1.125 -0.344
H 14.4033 0.0283 15.7003 0.435 0.370 0.777
H 12.8634 1.6985 13.3895 -0.053 -0.083 0.399
H 13.2394 2.4671 14.9793 -0.324 -0.423 -0.410
H 11.5679 2.4215 14.3686 0.446 -0.409 0.003
H 11.5475 -0.3393 13.4093 -0.219 -0.414 -0.335
H 10.2479 0.1647 14.4606 0.074 -0.360 0.215
H 11.1615 -1.3941 14.7835 -0.185 0.170 0.127
H 12.2608 -1.3673 17.1653 -0.179 -0.254 -0.207
H 11.2236 2.7393 16.4717 0.477 -0.469 0.117
H 8.5941 2.8530 19.8084 -0.384 -0.150 -0.334
H 9.5320 4.0259 20.7274 -0.200 -0.101 0.195
H 10.0394 2.3201 20.6789 -0.207 0.131 0.378
H 9.2084 3.4387 17.1077 0.209 0.170 0.347
H 10.4726 4.7036 17.0897 0.288 -0.141 -0.180
H 9.1301 4.8833 18.1524 -0.118 -0.108 -0.079
H 12.2066 3.9003 20.2317 0.163 0.102 0.119
H 11.3210 5.3466 19.6617 -0.240 0.136 0.458
H 12.4079 4.6023 18.5916 -0.077 -0.561 0.032
```
Positions in Å, forces in eV/Å.

The HOMO energy (alpha / beta) comes out at -9.843 / -10.758 eV. The multiplicity is 5. The frontier orbital gap (alpha / beta) comes out at 5.5115 / 5.3805 eV. The net charge is +1.

(2)
Density functional theory data (the ωB97M-V functional and the def2-TZVPD basis) for C46H36ClN10O6PbS2Se as an isolated structure in a non-equilibrium geometry.

XYZ file:
```
103
Properties=species:S:1:pos:R:3:forces:R:3
Pb -0.8165 -0.0769 -0.8646 1.223 0.123 -0.369
C -1.7394 2.8158 6.0300 -0.122 0.021 -0.028
C -1.5044 2.5412 4.5782 0.088 -0.071 -0.099
C -1.5208 3.5723 3.6380 0.009 -0.145 0.005
C -1.3162 3.3043 2.3086 -0.048 -0.087 0.078
C -1.0336 2.0107 1.8217 -0.133 -0.037 0.450
N -0.8013 1.8262 0.4856 -0.451 -0.038 -0.135
C -0.1303 2.8225 -0.1876 0.103 0.374 -0.156
C 0.9807 3.4690 0.3862 -0.112 0.045 -0.183
C 1.7753 4.3399 -0.3190 -0.113 0.005 -0.007
C 1.5159 4.6267 -1.6568 -0.156 -0.032 -0.012
C 2.4247 5.5077 -2.4529 0.023 -0.023 -0.082
C 0.3943 4.0500 -2.2267 0.158 0.092 0.088
C -0.4337 3.1901 -1.5120 0.703 0.021 0.433
N -1.6031 2.7563 -2.1728 -0.526 0.245 -0.052
C -2.4829 3.5572 -2.7943 -0.418 -0.131 -0.234
C -3.3883 2.7498 -3.4540 0.170 0.218 -0.014
C -2.9699 1.4522 -3.1724 0.211 0.276 0.058
N -1.8962 1.4732 -2.3916 -0.343 -0.228 -0.513
C -1.0458 0.9699 2.7719 -0.273 1.008 0.080
C -1.3067 1.2555 4.1148 -0.035 0.136 0.008
N -0.7917 -0.3819 2.4624 0.578 -0.471 0.194
C -0.2708 -1.2827 3.3203 0.100 -0.495 -0.130
C -0.3729 -2.5290 2.7386 0.019 0.207 0.208
C -0.9618 -2.2920 1.5036 0.063 0.256 0.166
N -1.1940 -0.9912 1.3399 -0.721 -0.224 0.024
H -1.1764 3.6906 6.3494 0.010 0.036 0.095
H -1.4453 1.9656 6.6402 -0.013 -0.019 0.108
H -2.7963 3.0160 6.2034 -0.047 0.029 0.151
H -1.7200 4.5866 3.9534 -0.002 0.103 0.050
H -1.3546 4.1073 1.5870 0.001 0.066 -0.021
H 1.2040 3.2484 1.4181 0.072 0.037 0.122
H 2.6181 4.8030 0.1709 0.150 0.063 0.060
H 3.0695 6.0869 -1.7980 0.070 0.082 -0.013
H 1.8559 6.1907 -3.0787 0.012 0.101 -0.075
H 3.0556 4.9037 -3.1059 0.084 0.057 -0.055
H 0.1364 4.2761 -3.2517 -0.016 0.004 -0.134
H -2.4158 4.6229 -2.7097 0.058 0.202 -0.009
H -4.2159 3.0543 -4.0615 -0.147 0.092 -0.062
H -3.3774 0.5185 -3.5053 -0.058 -0.169 -0.023
H -1.3755 0.4402 4.8197 0.019 -0.092 0.061
H 0.1551 -0.9991 4.2609 -0.004 0.138 0.161
H -0.0791 -3.4711 3.1516 0.120 -0.160 0.098
H -1.2132 -2.9889 0.7331 -0.009 -0.137 -0.274
O -2.5533 -5.4500 -3.3168 0.326 -0.207 -0.141
C -3.5974 -4.8847 -2.7549 -0.161 0.167 0.028
O -4.6731 -5.4186 -2.6791 0.069 -0.051 -0.018
C -3.4138 -3.5004 -2.2107 -0.216 0.194 0.110
C -4.4704 -2.6640 -1.8447 0.409 -0.339 -0.055
Cl -6.1326 -2.9431 -1.8889 -0.074 0.025 0.036
N -3.9459 -1.5108 -1.3712 -0.186 -0.756 -0.270
N -2.6103 -1.5749 -1.3963 0.224 -0.111 -0.047
C -2.2581 -2.7525 -1.9043 -0.459 -0.044 -0.109
C -0.7895 -3.0387 -2.1620 0.332 0.038 0.135
O -0.5106 -3.8692 -3.0374 -0.229 -0.489 -0.362
O 0.0533 -2.3714 -1.5159 -0.290 -0.173 0.246
C -4.5896 -0.2961 -1.0430 -0.425 0.715 0.240
C -4.1833 0.4038 0.0860 -0.099 -0.197 -0.237
C -4.7240 1.6520 0.3422 0.012 0.033 -0.035
C -5.6621 2.1953 -0.5194 0.010 0.038 0.008
C -6.0788 1.4811 -1.6304 -0.039 -0.111 0.039
C -5.5507 0.2313 -1.8982 0.056 -0.051 0.122
H -1.7242 -4.8842 -3.3017 -0.268 0.061 0.078
H -3.4605 -0.0355 0.7522 0.158 -0.071 0.172
H -4.4117 2.1973 1.2183 0.087 0.071 0.119
H -6.0660 3.1777 -0.3294 -0.060 0.076 0.048
H -6.8082 1.9001 -2.3050 -0.105 0.053 -0.061
H -5.8685 -0.3118 -2.7745 0.031 -0.066 -0.080
O 5.1122 -2.5567 1.8814 -0.048 -0.110 0.214
S 5.4778 -1.1696 1.9668 -0.293 0.016 -0.026
O 6.8407 -0.7997 1.8300 0.067 0.303 0.163
N 4.5005 -0.4683 0.7723 0.425 0.026 0.556
C 3.5341 0.1519 1.3338 0.193 -0.251 -0.895
S 2.1217 0.6242 0.4472 -0.205 -0.279 0.195
C 3.5599 0.3282 2.7754 -0.044 0.160 0.921
C 2.6939 1.0727 3.5639 0.233 -0.166 -0.192
C 2.9376 1.1279 4.9271 0.012 0.008 0.108
C 4.0147 0.4506 5.4853 0.035 -0.066 -0.153
C 4.8786 -0.3039 4.6907 0.157 -0.109 0.093
C 4.6338 -0.3534 3.3399 -0.138 0.042 -0.611
H 1.8690 1.6096 3.1209 -0.201 0.084 -0.004
H 2.2886 1.7163 5.5580 -0.053 0.032 0.063
H 4.1927 0.5123 6.5495 0.009 -0.010 0.020
H 5.7148 -0.8280 5.1249 0.099 -0.048 0.068
C 1.7709 -1.9167 -4.0149 -0.507 0.177 -0.594
N 2.5334 -2.3423 -2.8764 0.338 0.212 0.658
C 2.8483 -1.6628 -1.7714 0.179 0.156 0.356
Se 2.6797 0.2271 -1.6143 0.366 0.239 -0.522
N 3.5033 -2.4541 -0.9143 -0.245 0.110 -0.115
C 3.6221 -3.7006 -1.4731 -0.353 -0.420 -0.770
C 4.2389 -4.8584 -1.0223 -0.012 0.015 -0.050
C 4.2300 -5.9316 -1.8879 0.050 0.089 0.169
C 3.6111 -5.8634 -3.1403 -0.110 0.068 -0.133
C 2.9732 -4.7247 -3.5836 0.027 0.050 0.050
C 2.9978 -3.6292 -2.7306 0.565 -0.620 0.661
H 1.3903 -0.9071 -3.8616 0.066 -0.078 0.011
H 0.9288 -2.6056 -4.1348 0.128 0.137 0.049
H 2.3968 -1.9491 -4.9080 0.003 0.098 0.058
H 3.9432 -2.1622 -0.0419 -0.161 0.156 -0.289
H 4.7114 -4.8915 -0.0550 0.094 -0.053 0.131
H 4.7198 -6.8466 -1.5985 0.043 -0.121 0.059
H 3.6372 -6.7273 -3.7830 -0.029 -0.141 -0.067
H 2.4869 -4.6901 -4.5423 -0.093 0.011 -0.163
```
Positions in Å, forces in eV/Å.

The value obtained for the relative energy (zero: lowest compared OMol25 entry of this formula, charge and spin) is 0.098 eV. The HOMO energy comes out at -9.467 eV. The frontier orbital gap comes out at 6.0275 eV. The net charge is +1.